Record 1
ORCA calculation (wB97M-V/def2-TZVPD) on a structure of composition C20H14N4O8RbS.

HOMO energy (Eh): -0.21676
Largest force on an atom (eV/A): 0.3
Total charge: -1
Electronic energy (a.u.): -2014.0141

CARTESIAN COORDINATES (ANGSTROEM)
Rb 0.95837 1.23647 -1.95776
O 1.90141 4.92240 1.46330
C 1.97892 4.05687 0.42821
O 1.10154 3.98358 -0.39402
C 3.22834 3.23725 0.44373
C 4.13976 3.32712 1.48165
C 5.25092 2.49363 1.43130
C 5.38596 1.62406 0.36871
C 4.40732 1.59930 -0.62874
N 3.35506 2.40526 -0.58696
C 4.52601 0.57856 -1.79347
O 5.57783 -0.07829 -1.79290
O 3.54751 0.53847 -2.56890
H 1.04915 5.37106 1.36623
H 3.97879 4.01468 2.29851
H 5.99230 2.52376 2.22022
H 6.21838 0.94260 0.26429
O -3.95564 0.10192 0.54117
S -3.17222 -0.79738 -0.26950
O -2.64355 -1.95388 0.43594
N -2.04581 -0.03177 -1.11221
C -2.18629 -0.23029 -2.44404
O -1.42210 0.18464 -3.31350
C -3.42652 -1.02383 -2.78959
C -3.90340 -1.37289 -4.03975
C -5.08454 -2.10179 -4.10838
C -5.76761 -2.47204 -2.95079
C -5.28366 -2.12351 -1.69510
C -4.11106 -1.39710 -1.65247
H -3.35738 -1.07703 -4.92593
H -5.48436 -2.38909 -5.07292
H -6.68645 -3.03928 -3.03176
H -5.80399 -2.40755 -0.78987
N -1.81326 -2.79106 3.12571
C -0.54218 -2.54343 3.51226
O -0.00440 -3.09145 4.46070
C 0.17585 -1.52269 2.66875
C 1.51777 -1.69859 2.37553
C 2.13758 -0.80198 1.51949
N 1.51080 0.24326 0.97464
C 0.23527 0.42878 1.30808
C -0.47496 -0.41669 2.14437
H -2.29509 -3.52222 3.61983
H -2.15493 -2.51843 2.20843
H 2.05391 -2.54252 2.78799
H 3.17802 -0.92858 1.24086
H -0.27541 1.27351 0.85630
H -1.51197 -0.21381 2.37233

Forces on atoms 1 to 2 (eV/Å):
0.0 0.0 0.0
0.0 0.0 0.0

=====

Record 2
ORCA calculation (wB97M-V/def2-TZVPD) on a cluster of 2 separate species, C20H14NO6S3 in total.

HOMO energy (Eh): -0.13356
Largest force on an atom (eV/A): 4.0
Total charge: -1
Electronic energy (a.u.): -2471.1901

CARTESIAN COORDINATES (ANGSTROEM)
C 5.25881 -3.98434 -0.12977
C 3.94333 -3.99864 0.28693
C 3.29893 -2.81086 0.54087
C 3.95700 -1.61593 0.39779
C 5.27363 -1.59594 -0.00307
C 5.92344 -2.78386 -0.27469
S 3.01136 -0.12372 0.74257
O 3.35208 0.40278 2.11217
O 3.03965 0.75321 -0.48387
C 1.44052 -0.98570 0.76094
C 0.29386 -0.36466 0.54703
C -1.01664 -1.03924 0.46831
C -1.49674 -1.80764 1.52533
C -2.66814 -2.51826 1.39537
C -3.38295 -2.47622 0.21738
C -2.93372 -1.69722 -0.82602
C -1.76392 -0.98295 -0.70549
S 1.57929 -2.74717 1.04537
O 0.76459 -3.48645 0.01479
O 1.41014 -3.02317 2.51641
H 5.76379 -4.90996 -0.35124
H 3.40747 -4.92580 0.40409
H 5.78028 -0.65206 -0.11446
H 6.94789 -2.77499 -0.60875
H 0.33082 0.69993 0.37360
H -0.91345 -1.86631 2.43064
H -3.01343 -3.13479 2.20682
H -4.28240 -3.06101 0.10832
H -3.48480 -1.67525 -1.75054
H -1.39238 -0.40316 -1.53384
S -0.26357 3.41165 1.57069
C -1.43522 3.81573 0.45410
C -2.77406 3.96490 0.84232
C -3.73066 4.28751 -0.08882
C -3.37581 4.46900 -1.41532
N -4.39587 4.80278 -2.39779
O -4.05385 4.94930 -3.57779
O -5.56663 4.92365 -2.01606
C -2.05561 4.33155 -1.81151
C -1.08972 4.00859 -0.89017
H -3.04028 3.82678 1.87773
H -4.76838 4.40872 0.17828
H -1.82037 4.48629 -2.85237
H -0.05828 3.90293 -1.18624

Forces on atoms 1 to 2 (eV/Å):
-0.1 -0.2 0.0
-0.2 -0.5 0.0

=====

Record 3
ORCA calculation (wB97M-V/def2-TZVPD) on a structure of composition C20H15AsAuN2O8S.

HOMO energy (Eh): -0.19826
Largest force on an atom (eV/A): 1.0
Total charge: -1
Electronic energy (a.u.): -4252.2413

CARTESIAN COORDINATES (ANGSTROEM)
Au -0.21378 0.11039 -0.04011
O 0.21966 1.99364 0.26053
C -0.41702 2.59671 1.28395
C -1.28192 3.65337 0.98772
C -1.79882 4.45524 1.98732
C -1.49221 4.19880 3.31963
C -0.70716 3.10378 3.63426
C -0.18540 2.27284 2.64482
C 0.57664 1.08334 3.02732
N 0.91201 0.26506 2.12682
N 1.71336 -0.80632 2.31334
C 2.03613 -1.29406 1.12720
O 1.76442 -0.75102 -0.01541
C 2.85153 -2.53830 1.12521
C 3.54569 -2.90188 -0.02296
C 4.29080 -4.07132 -0.04540
C 4.33108 -4.89094 1.07422
C 3.62348 -4.53783 2.21730
C 2.88932 -3.36192 2.24625
H -1.50313 3.83421 -0.05676
H -2.44915 5.28358 1.73224
H -1.88048 4.83945 4.10179
H -0.48335 2.87133 4.67054
H 0.80034 0.89660 4.08490
H 3.47901 -2.26298 -0.89380
H 4.83022 -4.35180 -0.94203
H 4.90882 -5.80752 1.05563
H 3.63969 -5.18463 3.08654
H 2.33097 -3.07116 3.12513
O -3.51176 -1.42660 -1.78279
As -2.67536 0.09293 -1.90919
O -3.69928 1.16930 -2.57384
O -2.12784 0.63945 -0.35718
C -1.08379 -0.15094 -2.99849
C -0.86757 0.85973 -3.92404
C 0.26355 0.83597 -4.73008
C 1.18316 -0.19486 -4.61310
C 0.98034 -1.21067 -3.68731
C -0.14693 -1.18531 -2.88313
S -0.38091 -2.53607 -1.74008
O 0.84726 -3.26696 -1.66666
O -1.53336 -3.27334 -2.22153
O -0.77707 -1.86079 -0.43480
H -2.91820 -2.19859 -1.85631
H -1.60704 1.64722 -4.00417
H 0.42961 1.63086 -5.44678
H 2.06436 -0.20910 -5.24238
H 1.68538 -2.02158 -3.56241

Forces on atoms 1 to 2 (eV/Å):
0.0 -0.6 0.0
-0.2 0.1 -0.1

=====

Record 4
ORCA calculation (wB97M-V/def2-TZVPD) on a structure of composition C20H15MnN4O4SSe.

HOMO energy (spin up / spin down) (Eh): -0.27823 / -0.28401
Largest force on an atom (eV/A): 0.4
Spin multiplicity: 5
Total charge: 0
Electronic energy (a.u.): -5241.6409

CARTESIAN COORDINATES (ANGSTROEM)
Mn 0.38024 -0.30652 -1.06817
N 1.69125 -4.18197 -1.07554
C 1.19223 -4.66061 -2.30861
C 1.93954 -5.47600 -3.14429
C 1.38331 -5.93088 -4.32690
C 0.09962 -5.54709 -4.69990
C -0.63673 -4.71094 -3.87785
C -0.09725 -4.29041 -2.66828
S -1.00854 -3.37903 -1.48281
N 0.20515 -2.32293 -0.87716
C 1.45060 -2.83171 -0.76408
C 2.42293 -1.34938 0.91159
C 3.44229 -1.29080 1.86675
C 3.80776 -0.07149 2.36865
C 3.15784 1.08103 1.91853
C 2.15789 0.93656 0.99724
N 1.76327 -0.26048 0.51122
H 2.65247 -4.44061 -0.89870
H 2.95731 -5.73340 -2.87836
H 1.96634 -6.56910 -4.97701
H -0.32092 -5.88419 -5.63740
H -1.63106 -4.39066 -4.16366
H 3.93445 -2.20932 2.14746
H 4.60715 0.00031 3.09367
H 3.43203 2.06257 2.27407
H 1.62552 1.79703 0.61365
O 4.10442 -1.08976 -1.44480
Se 2.77133 -1.65079 -2.17502
O 1.71174 -0.29920 -2.46525
O 2.13625 -2.58050 0.46115
O 2.97501 -2.43973 -3.56304
C -1.14670 0.76433 -0.11106
C -1.88929 0.31829 -1.25595
C -1.32875 0.54804 -2.53110
C -1.84971 -0.07319 -3.67076
C -2.95643 -0.88520 -3.54376
C -3.55120 -1.09939 -2.28306
C -3.01213 -0.54038 -1.16040
C -3.50166 -1.54885 -4.69353
N -3.93355 -2.08346 -5.61410
H -1.47929 0.47232 0.87678
H -0.68533 1.75085 -0.17139
H -0.53336 1.28229 -2.65603
H -1.38694 0.08498 -4.63435
H -4.41625 -1.74438 -2.21344
H -3.43561 -0.74665 -0.18661

Forces on atoms 1 to 2 (eV/Å):
-0.2 0.0 -0.3
0.0 0.1 0.0

=====

Record 5
ORCA calculation (wB97M-V/def2-TZVPD) on a structure of composition C20H15N4O4Pd.

HOMO energy (spin up / spin down) (Eh): -0.08120 / -0.08126
Largest force on an atom (eV/A): 2.0
Total charge: -1
Electronic energy (a.u.): -1419.0676

CARTESIAN COORDINATES (ANGSTROEM)
Pd -0.22675 0.22613 -0.46556
O 0.01968 3.62973 1.75356
C -0.30723 2.63523 1.08710
N 0.48713 1.90345 0.26842
C 1.85446 1.97908 0.07779
C 2.67710 2.95225 0.64134
C 4.03709 2.93446 0.39620
C 4.59578 1.95626 -0.41709
C 3.80226 0.97998 -0.99036
C 2.43011 0.96793 -0.75132
N 1.55639 0.02656 -1.26150
C 1.82042 -1.08837 -1.98702
O 2.91583 -1.43463 -2.45068
C 0.59478 -1.88331 -2.20709
C 0.65302 -3.07722 -2.92656
C -0.47497 -3.83601 -3.12687
C -1.68273 -3.38311 -2.55197
C -1.68232 -2.20145 -1.85442
N -0.60641 -1.42643 -1.68681
C -1.68983 2.11714 1.09167
C -2.66478 2.74146 1.87000
C -3.95365 2.26681 1.90040
C -4.24516 1.11020 1.14476
C -3.24690 0.53783 0.39632
N -1.99816 1.00801 0.31887
H 2.22969 3.70596 1.26942
H 4.67086 3.68552 0.85332
H 5.66424 1.94748 -0.59806
H 4.22244 0.21428 -1.62274
H 1.61712 -3.36273 -3.32124
H -0.44763 -4.75192 -3.69932
H -2.59012 -3.95802 -2.65243
H -2.59555 -1.83584 -1.39838
H -2.35668 3.61254 2.42972
H -4.72276 2.75331 2.48247
H -5.23434 0.67890 1.15832
H -3.44965 -0.35188 -0.18981
C -0.66062 -2.45733 2.83382
O -0.77047 -1.63831 1.65833
C 0.31473 -0.94738 1.29258
O 1.36172 -0.97336 1.89639
H -1.64261 -2.89684 2.98388
H -0.37018 -1.83947 3.68395
H 0.09464 -3.22689 2.67060

Forces on atoms 1 to 2 (eV/Å):
-0.7 0.1 -0.7
-0.3 -0.2 0.0

=====

Record 6
ORCA calculation (wB97M-V/def2-TZVPD) on a structure of composition C20H16AlN6OSe.

HOMO energy (Eh): -0.63262
Largest force on an atom (eV/A): 0.5
Total charge: +3
Electronic energy (a.u.): -3818.6496

CARTESIAN COORDINATES (ANGSTROEM)
Al -0.18448 0.08270 -0.53589
C -0.59767 0.28445 -4.64200
C -0.75904 0.83140 -3.27443
O -0.24839 0.21952 -2.26587
N -1.42185 1.94225 -3.05778
C -1.50613 2.58111 -1.73813
C -2.41265 1.87107 -0.75099
C -3.69631 2.31086 -0.52605
C -4.49976 1.65637 0.40424
C -3.98956 0.56706 1.09205
C -2.69662 0.17210 0.83258
N -1.91226 0.80402 -0.07004
H -0.09952 -0.67905 -4.61465
H -0.00518 0.97573 -5.24720
H -1.57067 0.18209 -5.12683
H -1.82941 2.42048 -3.85254
H -1.85791 3.59742 -1.88844
H -0.49230 2.66025 -1.33591
H -4.07186 3.17263 -1.06241
H -5.50825 2.00238 0.59322
H -4.58077 0.03121 1.82177
H -2.25360 -0.66475 1.35905
Se 4.77767 -2.80417 4.09973
N 4.50622 -1.16746 3.51044
C 3.48119 -1.22363 2.69497
C 2.94975 -0.06873 1.98891
C 3.48622 1.22319 2.09560
C 2.91948 2.25661 1.37741
C 1.82846 1.99874 0.56375
N 1.29781 0.77384 0.44898
C 1.85623 -0.25521 1.15871
C 1.25250 -1.56611 0.98923
N 0.18078 -1.63744 0.14529
C -0.40353 -2.82511 -0.08103
C 0.04243 -3.98314 0.53215
C 1.11711 -3.91842 1.39749
C 1.74618 -2.68642 1.63652
C 2.88837 -2.51797 2.51923
N 3.43760 -3.49899 3.19313
H 4.34217 1.38021 2.74204
H 3.30954 3.26318 1.43308
H 1.37594 2.79592 -0.01143
H -1.23928 -2.83955 -0.76945
H -0.45557 -4.91947 0.32221
H 1.49691 -4.80118 1.89929

Forces on atoms 1 to 2 (eV/Å):
-0.3 0.3 0.2
0.0 0.0 -0.1

=====

Record 7
ORCA calculation (wB97M-V/def2-TZVPD) on a structure of composition C20H16AsNiO9S.

HOMO energy (spin up / spin down) (Eh): -0.23258 / -0.23524
Largest force on an atom (eV/A): 0.7
Spin multiplicity: 3
Total charge: -1
Electronic energy (a.u.): -5591.3468

CARTESIAN COORDINATES (ANGSTROEM)
Ni 0.18834 0.06342 -0.31014
O -1.76187 0.92609 0.07164
C -1.72477 2.33323 0.30910
C -0.23863 2.81209 0.27379
O -0.00371 4.00661 0.40954
O 0.65381 1.90783 0.11428
C -2.55715 2.98150 -0.80898
C -2.56135 4.36046 -1.01283
C -3.36316 4.92426 -1.99256
C -4.17451 4.12640 -2.78772
C -4.16645 2.75454 -2.59612
C -3.36509 2.18614 -1.61423
C -2.39346 2.64549 1.65980
C -2.20373 3.87468 2.29178
C -2.84490 4.15954 3.48565
C -3.69136 3.23004 4.07575
C -3.89119 2.01147 3.45220
C -3.25241 1.72724 2.25107
H -1.74227 0.44449 0.91548
H -1.91336 4.98300 -0.41597
H -3.34777 5.99763 -2.13675
H -4.80023 4.57017 -3.55217
H -4.78230 2.11312 -3.21430
H -3.35407 1.11433 -1.48091
H -1.52509 4.59166 1.85649
H -2.67299 5.11626 3.96315
H -4.18489 3.45352 5.01319
H -4.54327 1.26828 3.89234
H -3.46478 0.77318 1.78539
O 1.17231 -3.38454 -2.42849
As 0.56338 -2.34725 -1.15635
O -0.69624 -1.31012 -1.56273
O 1.74827 -1.25683 -0.70524
C -0.17280 -3.67686 0.01155
C -0.58076 -4.85422 -0.60127
C -1.32275 -5.79168 0.10768
C -1.66743 -5.54175 1.42277
C -1.25964 -4.36439 2.03873
C -0.50662 -3.42912 1.34606
S 0.04122 -1.99025 2.27359
O 1.47323 -2.08640 2.33118
O -0.69601 -2.03590 3.50689
O -0.40506 -0.83030 1.43226
H 1.78496 -2.87160 -2.97181
H -0.32350 -5.04407 -1.63417
H -1.63367 -6.70955 -0.37483
H -2.25268 -6.26325 1.97885
H -1.51178 -4.15526 3.06822

Forces on atoms 1 to 2 (eV/Å):
-0.5 0.3 0.0
0.1 0.0 0.0

=====

Record 8
ORCA calculation (wB97M-V/def2-TZVPD) on a structure of composition C20H16BCeF2N2O3S4.

HOMO energy (spin up / spin down) (Eh): -0.27734 / -0.28715
Largest force on an atom (eV/A): 4.2
Spin multiplicity: 2
Total charge: 0
Electronic energy (a.u.): -3399.5736

CARTESIAN COORDINATES (ANGSTROEM)
Ce 0.40105 -0.34747 0.71613
S -0.26059 2.31894 1.66635
C 1.35795 2.80614 1.13865
C 2.18488 3.38085 2.11334
C 3.48874 3.73342 1.82757
C 3.99946 3.55104 0.54759
C 3.18563 3.03299 -0.44141
C 1.87741 2.64468 -0.15380
S 0.82286 2.05320 -1.46436
C 1.88593 0.86851 -2.37427
C 1.16915 -0.44719 -2.58333
C 1.68985 -1.41242 -3.43850
C 0.94475 -2.54855 -3.69387
C -0.33065 -2.65671 -3.15664
C -0.78408 -1.65719 -2.31321
C -2.18177 -1.65757 -1.77084
S -2.13258 -2.16661 -0.00171
C -3.34541 -1.13833 0.79120
C -4.33568 -1.80590 1.50148
C -5.28644 -1.09913 2.21923
C -5.26558 0.28948 2.20544
C -4.28959 0.96118 1.49492
C -3.29643 0.26565 0.79445
S -2.07232 1.16992 -0.06794
N -0.00728 -0.61125 -1.97544
H 1.78357 3.51753 3.10856
H 4.11021 4.16026 2.60438
H 5.01891 3.83288 0.31829
H 3.55826 2.93776 -1.45349
H 2.80254 0.72835 -1.80800
H 2.12569 1.30286 -3.34390
H 2.66352 -1.26783 -3.88803
H 1.33840 -3.32549 -4.33583
H -0.96980 -3.49677 -3.39267
H -2.81605 -2.35689 -2.31097
H -2.58951 -0.65203 -1.80715
H -4.34152 -2.88825 1.49675
H -6.04496 -1.62856 2.78024
H -6.01517 0.84648 2.75277
H -4.25374 2.04269 1.47501
F 1.70841 -3.77199 2.18507
B 0.83928 -2.82250 1.83497
F 0.84388 -2.59302 0.38448
O 2.56130 -0.42705 0.04946
C 2.90544 -0.24632 1.25409
O 2.09912 0.09798 2.14066
H 3.96120 -0.40361 1.51972
O -0.79881 -1.08183 2.23302
N 0.09058 -2.03232 2.62155

Forces on atoms 1 to 2 (eV/Å):
-4.1 0.8 0.5
0.1 -0.2 0.0